# 1
C2H7OS | the ωB97M-V functional and the def2-TZVPD basis

Structure (XYZ):
```
11
Properties=species:S:1:pos:R:3:forces:R:3:nbo_charge:R:1
O -2.592 0.987 0.705 -0.7 0.5 0.5 -0.977
H -3.330 1.255 0.155 -0.1 0.0 -0.1 0.441
C -0.550 -0.782 -0.778 0.1 0.4 0.2 -1.121
S 0.606 0.263 -0.105 0.4 0.3 0.0 0.074
C 2.232 -0.578 0.321 -0.5 -0.1 -0.6 -0.810
H -1.172 -1.354 -0.100 -0.1 -0.1 -0.3 0.175
H -0.600 -0.884 -1.855 0.0 -0.3 0.0 0.166
H -1.858 0.910 0.082 0.6 -0.7 -0.3 0.500
H 2.590 -1.157 -0.535 -0.1 -0.1 0.1 0.184
H 2.918 0.252 0.474 0.2 0.0 0.4 0.184
H 2.105 -1.220 1.194 0.2 0.1 0.0 0.182
```
Positions in Å, forces in eV/Å.

Orbital gap ... 5.7 eV
Total charge ... -1
E_tot ... -15069.2116 eV

# 2
C27H45BrN2OP2Pd | the ωB97M-V functional and the def2-TZVPD basis

Structure (XYZ):
```
79
Properties=species:S:1:pos:R:3:forces:R:3:lowdin_charge:R:1
N -0.779 6.577 2.288 -0.3 0.1 0.3 0.041
C -0.740 5.529 3.119 0.8 -0.2 -0.7 -0.146
C 0.122 4.447 2.914 0.1 0.0 -0.6 -0.028
C 0.960 4.418 1.769 -0.2 0.9 -0.1 -0.217
C 0.965 5.579 0.964 -0.8 0.2 0.5 -0.023
C 0.057 6.611 1.253 0.6 -0.8 0.1 -0.151
C 1.707 3.214 1.376 0.9 -0.5 -0.7 -0.028
Pd 3.043 -0.832 -2.957 -1.3 -2.8 -0.7 0.491
P -0.160 -2.831 -0.673 0.2 0.7 -0.5 0.934
C 2.351 3.042 0.178 -0.5 1.7 2.3 -0.059
C 3.031 1.867 -0.301 -0.7 0.0 1.4 -0.242
C 3.341 1.848 -1.640 0.9 -0.4 -0.5 -0.030
C 3.983 0.678 -2.109 0.4 2.0 1.4 -0.291
C 3.752 -0.399 -1.240 0.8 -0.2 -0.9 -0.336
C 3.663 -0.443 0.133 0.0 0.5 -0.2 -0.069
C 3.284 0.811 0.628 0.3 -0.7 -1.2 0.020
Br 4.145 -2.923 -2.158 0.4 -0.1 -0.1 0.174
H 1.716 2.415 2.126 -0.4 0.1 -0.5 0.097
H 2.546 3.937 -0.413 -0.6 -0.2 -0.3 0.106
H 0.088 3.603 3.600 0.1 0.0 -0.2 0.105
H 1.615 5.691 0.103 -0.1 -0.1 0.1 0.099
H -1.428 5.530 3.963 0.1 0.1 -0.1 0.102
H 0.002 7.487 0.605 0.0 -0.2 0.2 0.104
H 3.088 2.672 -2.314 0.4 0.0 0.4 0.128
H 3.074 0.934 1.681 0.0 0.0 -0.1 0.113
H 4.768 0.614 -2.870 -0.2 0.4 -0.2 0.116
H 3.880 -1.350 0.682 -0.5 0.1 0.2 0.110
P -1.364 0.661 -1.135 -0.2 0.0 0.2 0.929
C 0.977 -3.049 0.762 0.2 0.0 0.2 -0.424
C 1.913 -4.261 0.791 0.2 -0.1 0.2 -0.162
H 0.358 -3.022 1.671 0.1 0.1 -0.2 0.059
H 1.583 -2.123 0.774 -0.3 -0.4 0.1 0.039
H 2.447 -4.284 1.752 0.0 0.0 -0.2 0.068
H 1.389 -5.226 0.705 0.1 0.3 -0.1 0.059
H 2.672 -4.190 -0.004 -0.3 -0.1 0.2 0.011
C 0.638 -3.807 -2.042 0.0 0.1 0.0 -0.457
C 0.309 -5.277 -2.280 0.4 -0.3 -0.5 -0.166
H 1.732 -3.686 -1.923 -0.7 0.0 0.0 -0.055
H 0.390 -3.224 -2.944 0.0 -0.3 0.1 0.049
H 0.851 -5.612 -3.179 -0.1 0.0 0.2 0.071
H 0.646 -5.925 -1.464 -0.2 0.2 -0.1 0.057
H -0.752 -5.453 -2.480 0.1 0.1 0.2 0.063
C -1.726 -3.664 -0.171 0.2 -0.2 -0.1 -0.449
C -1.649 -5.088 0.363 -0.4 -0.2 0.1 -0.159
H -2.392 -3.596 -1.053 0.2 -0.1 0.4 0.069
H -2.156 -3.002 0.602 0.1 -0.2 -0.3 0.050
H -2.669 -5.418 0.599 0.2 -0.2 0.1 0.067
H -1.235 -5.787 -0.375 -0.1 0.2 0.4 0.043
H -1.064 -5.132 1.292 0.0 0.0 -0.3 0.065
C -3.189 0.572 -0.707 0.6 0.5 -0.1 -0.446
C -3.749 -0.842 -0.694 -0.2 0.0 0.1 -0.167
H -3.708 1.198 -1.450 -0.1 -0.1 0.3 0.075
H -3.311 1.046 0.279 -0.1 -0.2 -0.3 0.046
H -4.840 -0.788 -0.664 0.0 -0.2 0.0 0.070
H -3.467 -1.420 -1.579 0.0 0.1 0.1 0.055
H -3.420 -1.393 0.192 0.0 0.1 -0.2 0.044
C -1.589 0.359 -2.960 -0.1 -0.2 0.4 -0.448
C -0.433 0.834 -3.836 0.0 -0.2 -0.2 -0.173
H -2.541 0.835 -3.258 0.3 -0.1 -0.1 0.078
H -1.714 -0.732 -3.046 0.0 0.3 -0.1 0.056
H -0.564 0.422 -4.844 0.1 0.2 0.1 0.067
H -0.412 1.928 -3.911 0.1 -0.2 0.0 0.059
H 0.549 0.488 -3.466 -0.3 0.1 0.0 0.032
C -1.125 2.506 -1.163 0.1 0.0 -0.4 -0.426
C -1.880 3.306 -0.105 0.0 0.2 0.0 -0.159
H -1.377 2.868 -2.170 0.0 0.1 0.2 0.068
H -0.038 2.635 -1.028 -0.4 0.2 -0.1 0.046
H -1.667 4.373 -0.236 0.0 -0.1 0.2 0.068
H -2.966 3.177 -0.180 0.2 0.0 0.0 0.060
H -1.565 3.030 0.909 0.0 0.0 -0.1 0.053
C -0.594 -0.994 4.368 0.1 -0.2 0.2 -0.007
C -0.798 -0.108 3.162 0.9 0.3 -1.0 -0.588
N -2.050 0.391 3.037 -0.9 0.0 0.5 0.163
O 0.083 0.158 2.341 -0.7 -0.3 1.1 -0.004
H -1.525 -1.169 4.920 0.2 0.0 -0.1 0.074
H 0.132 -0.526 5.044 -0.1 -0.1 -0.2 0.089
H -0.185 -1.958 4.049 0.0 0.2 0.0 0.078
H -2.257 1.048 2.301 0.1 -0.1 0.0 0.082
H -2.772 0.193 3.730 0.5 0.2 -0.5 0.108
```
Positions in Å, forces in eV/Å.

Orbital gap (alpha / beta) ... 6.1 / 6.1 eV
E_tot ... -125853.2987 eV

# 3
C3H9NS2 | the ωB97M-V functional and the def2-TZVPD basis

Structure (XYZ):
```
15
Properties=species:S:1:pos:R:3:forces:R:3:nbo_charge:R:1
C 2.936 -1.022 -0.280 -0.8 0.3 -1.8 -0.752
S 2.026 0.554 -0.203 -0.3 -0.4 1.0 0.189
S 1.414 0.537 1.813 -0.1 0.1 -0.8 -0.080
H 2.244 -1.831 -0.066 0.4 -0.1 0.8 0.239
H 3.916 -0.967 0.173 -0.2 -0.2 0.6 0.254
H 3.092 -1.165 -1.360 0.2 0.3 0.1 0.241
H 0.147 0.082 1.616 0.6 0.0 0.1 0.087
C -1.592 0.436 -1.386 0.8 -0.2 0.3 -0.162
C -1.800 0.122 -0.063 -2.5 0.3 -0.1 0.026
N -2.180 0.975 0.932 0.1 -0.8 -1.1 -0.607
H -1.522 1.422 -1.825 0.1 0.1 0.1 0.234
H -1.395 -0.452 -1.973 -0.2 0.3 -0.5 0.232
H -2.174 -0.899 0.070 1.6 -0.4 0.7 0.238
H -2.198 0.561 1.854 -0.5 0.2 0.1 0.420
H -2.914 1.647 0.699 0.8 0.6 0.3 0.440
```
Positions in Å, forces in eV/Å.

Spin multiplicity ... 2
Orbital gap (alpha / beta) ... 8.7 / 4.4 eV
Total charge ... +1
E_tot ... -26407.8112 eV

# 4
C12H29NO2S2Ti | the ωB97M-V functional and the def2-TZVPD basis

Structure (XYZ):
```
47
Properties=species:S:1:pos:R:3:forces:R:3:nbo_charge:R:1
Ti -0.351 0.192 -0.010 0.8 0.8 -0.4 1.150
S -1.290 -0.361 -2.190 0.9 -0.4 -1.2 0.217
S 1.426 -0.868 1.386 1.5 -0.6 -0.4 0.177
C -0.483 -1.900 -2.878 -0.4 0.5 0.1 -0.691
C -0.210 0.874 -3.017 -0.3 -0.2 -0.5 -0.521
C 1.240 0.884 -2.573 0.3 0.3 0.3 -0.235
N 1.344 0.993 -1.079 0.7 0.0 -0.8 -0.757
C 2.715 0.623 -0.609 -0.1 0.3 -0.2 -0.235
C 2.701 0.347 0.880 0.1 -0.2 0.5 -0.513
H -0.678 1.859 -2.886 0.0 -0.3 -0.1 0.251
H -0.272 0.572 -4.063 0.1 0.5 -0.1 0.263
H 1.762 1.750 -3.022 -0.2 -0.5 -0.1 0.236
H 1.768 -0.030 -2.881 -0.2 0.3 0.1 0.221
H 3.410 1.451 -0.835 -0.1 -0.4 0.1 0.237
H 3.045 -0.262 -1.168 -0.1 0.2 0.1 0.220
H 2.544 1.263 1.468 0.1 -0.3 -0.1 0.248
H 3.626 -0.141 1.193 0.1 0.5 0.0 0.264
C 2.317 -2.381 0.806 -0.1 0.3 0.4 -0.705
H 1.215 1.982 -0.855 0.0 0.1 0.0 0.399
H 2.368 -2.417 -0.284 0.0 0.0 0.2 0.223
H 1.788 -3.251 1.201 0.2 0.1 -0.1 0.255
H 3.317 -2.345 1.248 -0.2 0.0 -0.1 0.259
H -1.172 -2.730 -2.707 0.1 0.2 -0.1 0.252
H 0.491 -2.116 -2.425 -0.3 0.2 -0.1 0.216
H -0.386 -1.735 -3.953 0.0 -0.1 0.1 0.256
C -0.905 3.418 0.227 -0.3 0.2 0.1 -0.481
C -2.068 3.295 0.891 0.3 0.5 -0.8 -0.294
H -0.895 3.618 -0.856 0.0 -0.5 0.4 0.224
H 0.068 3.440 0.742 -0.5 0.6 -0.1 0.191
H -2.995 3.116 0.342 0.2 0.5 0.1 0.214
H -2.191 3.426 1.969 0.3 -0.5 -0.3 0.214
C -0.803 -2.811 0.183 0.0 -0.1 0.2 -0.237
O -1.341 -1.513 0.496 -1.3 -0.7 1.0 -0.652
C -2.197 -1.438 1.695 0.4 -0.5 -0.8 -0.087
C -2.590 0.008 1.888 0.4 0.6 -0.4 -0.084
O -1.433 0.865 1.524 -1.6 -0.7 2.4 -0.652
C -0.632 1.202 2.698 -0.1 -0.2 0.5 -0.275
H 0.243 -2.703 -0.128 -0.5 0.1 0.2 0.200
H -1.322 -3.215 -0.682 -0.4 -0.3 0.4 0.214
H -0.860 -3.439 1.085 0.0 0.0 -0.5 0.221
H -3.079 -2.050 1.498 0.0 0.0 0.3 0.239
H -1.612 -1.833 2.529 -0.1 0.0 0.1 0.210
H -3.407 0.339 1.229 0.3 -0.3 0.2 0.235
H -2.839 0.221 2.937 -0.2 -0.2 -0.4 0.238
H -1.286 1.238 3.589 0.3 0.3 -0.5 0.232
H 0.078 0.375 2.866 -0.1 0.8 0.1 0.211
H -0.169 2.188 2.529 -0.1 -0.6 0.1 0.230
```
Positions in Å, forces in eV/Å.

Spin multiplicity ... 3
Orbital gap (alpha / beta) ... 8.0 / 10.4 eV
Total charge ... +2
E_tot ... -63268.6817 eV

# 5
C18H16AuBF3N9 | the ωB97M-V functional and the def2-TZVPD basis

Structure (XYZ):
```
48
Properties=species:S:1:pos:R:3:forces:R:3:nbo_charge:R:1
Au -0.711 0.549 -1.264 0.0 -0.2 -0.2 1.220
C -3.178 -2.850 -1.223 0.0 0.0 0.0 -0.327
C -2.744 -1.673 -1.818 0.0 -0.1 0.0 -0.001
N -1.630 -1.265 -1.209 -0.1 0.2 0.0 -0.348
N -1.337 -2.130 -0.223 0.1 0.1 0.0 -0.318
C -2.256 -3.103 -0.224 0.0 0.0 0.0 0.048
B -0.063 -1.994 0.683 -0.1 0.0 0.1 0.936
N 1.157 -1.730 -0.250 0.0 -0.1 0.0 -0.348
C 2.325 -2.388 -0.338 0.1 0.0 0.0 0.036
C 3.095 -1.796 -1.318 0.0 0.1 0.0 -0.330
C 2.310 -0.753 -1.801 0.0 0.0 0.0 -0.016
N 1.152 -0.720 -1.149 0.0 0.2 0.0 -0.377
N -0.247 -0.765 1.616 -0.1 0.0 -0.1 -0.346
C 0.178 -0.518 2.870 0.2 0.0 0.0 -0.007
C -0.166 0.772 3.208 0.0 0.1 0.0 -0.329
C -0.804 1.267 2.069 0.1 0.0 0.0 -0.037
N -0.842 0.343 1.117 -0.2 0.1 0.2 -0.391
N 0.086 -3.295 1.431 0.2 0.0 -0.1 -0.409
C -0.191 -3.679 2.707 -0.1 0.0 0.0 -0.035
C 0.004 -5.030 2.796 0.0 -0.1 0.0 -0.338
C 0.392 -5.411 1.496 0.0 0.0 0.0 -0.034
N 0.434 -4.378 0.679 0.0 0.0 0.1 -0.291
H -4.031 -3.445 -1.493 0.0 0.0 0.0 0.254
H -3.158 -1.120 -2.644 0.0 0.0 0.0 0.230
H -2.187 -3.927 0.465 0.0 0.0 0.0 0.251
H 2.528 -3.239 0.286 0.0 0.0 0.0 0.255
H 4.080 -2.085 -1.637 0.0 0.0 0.0 0.248
H 2.521 -0.035 -2.577 0.0 0.0 0.0 0.223
H 0.725 -1.250 3.436 0.0 -0.1 0.0 0.236
H 0.010 1.277 4.141 0.0 0.0 0.0 0.246
H -1.233 2.242 1.897 0.0 0.0 0.0 0.217
H -0.550 -2.994 3.454 0.0 0.1 0.0 0.224
H -0.126 -5.655 3.661 0.0 0.0 0.0 0.242
H 0.637 -6.395 1.127 0.0 0.0 0.0 0.221
F 1.387 7.128 -0.409 0.0 0.0 0.0 -0.304
C 0.587 6.752 -1.408 0.0 0.0 0.0 0.967
F -0.576 7.400 -1.282 0.0 0.0 0.0 -0.304
F 1.148 7.133 -2.561 0.0 0.0 0.0 -0.302
C 0.355 5.254 -1.406 0.0 0.0 0.0 -0.049
C -0.550 4.713 -2.306 0.0 0.0 0.0 -0.199
C -0.753 3.350 -2.296 0.0 0.0 0.0 0.057
N -0.106 2.546 -1.438 0.0 -0.2 0.1 -0.520
C 0.779 3.068 -0.581 0.0 -0.1 0.0 0.067
C 1.037 4.424 -0.535 0.0 0.0 0.0 -0.206
H -1.088 5.335 -3.007 0.0 0.0 0.0 0.261
H -1.438 2.881 -2.988 0.0 0.0 0.0 0.228
H 1.283 2.372 0.076 0.0 0.0 0.0 0.238
H 1.756 4.817 0.168 0.0 0.0 0.0 0.264
```
Positions in Å, forces in eV/Å.

Spin multiplicity ... 2
Orbital gap (alpha / beta) ... 8.1 / 6.1 eV
Total charge ... +1
E_tot ... -44853.1825 eV

# 6
C5H14O2 | the ωB97M-V functional and the def2-TZVPD basis

Structure (XYZ):
```
21
Properties=species:S:1:pos:R:3:forces:R:3:nbo_charge:R:1
C -1.341 -0.721 0.582 -1.1 -1.6 0.3 -0.737
C -0.785 0.500 0.057 -0.2 -1.1 0.3 0.277
C -1.438 1.108 -1.023 0.4 1.5 -0.6 0.094
C -1.107 2.458 -1.486 0.7 0.3 0.0 -0.715
C 0.471 0.967 0.690 -0.4 0.8 -0.2 -0.701
H -1.317 -1.591 -0.108 0.9 0.2 -0.3 0.340
H -2.438 -0.813 0.606 -0.2 0.9 0.3 0.299
H -0.949 -1.072 1.531 0.2 0.1 0.0 0.268
H -2.268 0.681 -1.574 0.0 -0.6 0.5 0.236
H -0.167 2.870 -1.118 0.0 -0.3 0.1 0.244
H -1.086 2.540 -2.574 -0.4 -0.1 0.0 0.280
H -1.867 3.150 -1.108 -0.4 0.0 -0.2 0.298
H 1.311 0.622 0.077 0.1 0.0 0.0 0.277
H 0.553 0.584 1.703 0.1 -0.1 0.0 0.267
H 0.533 2.058 0.717 0.1 -0.1 0.0 0.266
H 1.524 -3.096 0.003 2.7 0.5 1.3 0.468
H 0.717 -2.984 -1.234 0.0 -0.3 -0.1 0.464
O 0.701 -3.318 -0.331 -2.7 -0.2 -1.2 -0.927
H 3.700 -1.564 1.351 0.3 -0.1 0.0 0.476
H 2.298 -1.026 1.320 -0.6 0.3 -0.4 0.443
O 2.955 -1.354 1.917 0.3 -0.2 0.3 -0.917
```
Positions in Å, forces in eV/Å.

Spin multiplicity ... 2
Orbital gap (alpha / beta) ... 10.3 / 6.9 eV
Total charge ... +1
E_tot ... -9497.6506 eV